A 14-piece molecular cluster, C44H122N10O20 overall in a non-equilibrium geometry, computed with ωB97M-V/def2-TZVPD.

Cartesian coordinates (Å):
C: 7.549 40.891 40.757
O: 7.064 40.108 41.828
C: 8.065 39.379 42.553
C: 7.392 38.621 43.703
N: 6.902 39.612 44.675
C: 6.024 38.903 45.617
C: 5.445 39.905 46.593
O: 6.419 40.434 47.493
C: 5.830 41.251 48.471
H: 6.740 41.426 40.259
H: 8.009 40.279 39.978
H: 8.195 41.676 41.160
H: 8.693 40.196 42.929
H: 8.656 38.752 41.876
H: 8.109 37.945 44.172
H: 6.585 38.033 43.244
H: 6.291 40.195 44.109
H: 6.489 38.036 46.087
H: 5.145 38.461 45.118
H: 4.757 39.344 47.243
H: 4.842 40.682 46.115
H: 6.679 41.778 48.908
H: 5.268 40.765 49.277
H: 5.148 41.979 48.015
C: 9.451 35.268 36.004
O: 9.506 36.233 34.958
C: 8.366 36.217 34.124
C: 8.489 37.283 33.074
N: 8.442 38.646 33.610
C: 9.022 39.594 32.658
C: 8.738 41.027 33.057
O: 9.627 41.403 34.091
C: 9.257 42.603 34.746
H: 8.673 35.496 36.741
H: 10.376 35.172 36.570
H: 9.198 34.304 35.550
H: 7.499 36.449 34.759
H: 8.110 35.241 33.699
H: 7.766 37.154 32.265
H: 9.449 37.225 32.540
H: 8.969 38.723 34.468
H: 8.554 39.433 31.684
H: 10.101 39.443 32.531
H: 7.701 41.202 33.366
H: 8.799 41.671 32.167
H: 8.261 42.620 35.196
H: 9.240 43.402 33.995
H: 10.011 42.833 35.494
C: 15.483 34.217 42.049
O: 15.582 35.484 41.447
C: 14.965 36.501 42.235
C: 14.979 37.761 41.343
N: 16.194 37.949 40.584
C: 16.007 38.683 39.331
C: 15.284 37.861 38.246
O: 15.954 36.640 38.036
C: 15.443 36.012 36.866
H: 15.735 34.262 43.114
H: 16.180 33.528 41.569
H: 14.481 33.797 41.910
H: 15.540 36.652 43.155
H: 13.941 36.308 42.562
H: 14.874 38.613 42.028
H: 14.038 37.724 40.775
H: 16.402 36.986 40.321
H: 16.935 39.008 38.858
H: 15.397 39.564 39.540
H: 15.137 38.496 37.363
H: 14.251 37.700 38.586
H: 15.485 36.700 36.015
H: 14.407 35.677 36.958
H: 16.142 35.190 36.717
C: 4.798 42.993 43.352
O: 4.656 41.613 43.152
C: 3.393 41.208 42.695
C: 3.429 39.747 42.254
N: 4.341 39.593 41.124
C: 4.536 38.168 40.823
C: 5.428 38.054 39.614
O: 5.336 36.722 39.107
C: 6.442 36.352 38.313
H: 4.154 43.368 44.154
H: 4.642 43.567 42.433
H: 5.821 43.223 43.652
H: 3.095 41.844 41.855
H: 2.610 41.275 43.461
H: 2.415 39.460 41.970
H: 3.744 39.118 43.097
H: 5.282 39.985 41.292
H: 3.519 37.831 40.595
H: 4.888 37.502 41.621
H: 6.473 38.277 39.850
H: 5.090 38.749 38.836
H: 6.387 35.277 38.145
H: 7.403 36.494 38.826
H: 6.436 36.979 37.414
C: 14.670 39.617 35.168
O: 13.541 39.456 36.001
C: 12.377 38.914 35.391
C: 11.694 38.096 36.491
N: 11.390 38.850 37.711
C: 10.424 39.939 37.646
C: 9.102 39.461 37.014
O: 8.108 40.391 37.432
C: 6.956 40.301 36.619
H: 15.492 40.187 35.599
H: 14.349 40.083 34.233
H: 15.132 38.648 34.947
H: 12.525 38.353 34.465
H: 11.701 39.730 35.095
H: 12.278 37.192 36.693
H: 10.758 37.612 36.196
H: 12.310 39.259 37.873
H: 10.800 40.766 37.036
H: 10.211 40.354 38.631
H: 8.776 38.453 37.280
H: 9.235 39.599 35.942
H: 7.108 40.778 35.650
H: 6.076 40.677 37.146
H: 6.653 39.255 36.478
C: 12.527 41.514 32.319
O: 13.902 41.365 32.077
C: 14.581 42.589 32.205
C: 16.096 42.349 32.100
N: 16.557 41.587 33.249
C: 17.992 41.362 33.288
C: 18.349 40.594 34.542
O: 17.881 39.271 34.444
C: 18.022 38.528 35.604
H: 12.168 41.650 33.346
H: 11.940 40.631 32.057
H: 12.159 42.314 31.667
H: 14.360 43.027 33.185
H: 14.232 43.292 31.438
H: 16.575 43.326 32.031
H: 16.359 41.851 31.159
H: 16.126 40.689 33.424
H: 18.472 42.343 33.348
H: 18.405 40.880 32.392
H: 17.880 41.134 35.375
H: 19.434 40.621 34.701
H: 17.708 37.505 35.404
H: 17.592 38.946 36.524
H: 19.061 38.411 35.963
C: 13.244 35.248 34.530
O: 13.215 34.702 35.646
N: 12.085 35.569 33.905
N: 14.359 35.597 33.840
H: 12.121 35.994 32.990
H: 11.217 35.512 34.414
H: 15.304 35.347 34.053
H: 14.162 36.087 32.984
C: 12.132 37.848 30.611
O: 12.019 37.252 31.690
N: 12.943 38.918 30.451
N: 11.369 37.521 29.535
H: 12.783 39.403 29.587
H: 13.342 39.399 31.239
H: 10.787 36.720 29.713
H: 11.472 37.929 28.628
C: 5.034 38.241 33.940
O: 5.748 39.453 33.667
H: 5.032 37.525 33.119
H: 5.539 37.820 34.816
H: 4.040 38.527 34.276
H: 6.707 39.237 33.712
C: 10.582 36.671 40.199
O: 10.094 36.642 38.890
H: 10.106 35.884 40.790
H: 11.653 36.459 40.264
H: 10.397 37.545 40.835
H: 10.446 37.377 38.349
C: 13.101 42.892 36.693
O: 13.244 41.701 37.457
H: 14.067 42.989 36.190
H: 12.242 42.946 36.016
H: 12.931 43.736 37.360
H: 13.225 40.918 36.871
C: 11.904 43.285 40.071
O: 11.755 43.899 41.335
H: 11.668 44.037 39.311
H: 12.942 42.960 39.927
H: 11.339 42.372 39.892
H: 12.210 44.741 41.326
C: 4.252 42.474 38.911
O: 3.361 41.365 39.066
H: 3.712 43.281 38.428
H: 4.614 42.712 39.919
H: 5.155 42.154 38.379
H: 3.786 40.755 39.708
C: 4.732 42.902 34.903
O: 5.234 42.496 33.650
H: 5.263 43.745 35.338
H: 3.679 43.203 34.817
H: 4.661 42.055 35.594
H: 5.051 41.559 33.523

Output
molecular weight: 1111.510 g/mol
HOMO level: -8.211 eV
gap between HOMO and LUMO: 8.2 eV
total energy: -3801.6920 hartree

---

A 18-piece molecular cluster, C44H124O34S8 overall in a non-equilibrium geometry, computed with ωB97M-V/def2-TZVPD.

Cartesian coordinates (Å):
C: 5.438 2.619 4.192
C: 4.345 1.599 4.344
O: 3.617 1.511 3.077
H: 6.216 2.239 3.557
H: 5.925 2.862 5.171
H: 5.066 3.537 3.695
H: 3.627 1.865 5.234
H: 4.792 0.690 4.531
H: 2.917 0.883 3.124
C: -0.749 1.913 5.431
C: 0.143 0.670 5.384
O: 0.560 0.320 6.702
H: -0.135 2.827 5.537
H: -1.373 1.892 6.405
H: -1.371 2.121 4.583
H: 1.021 0.747 4.775
H: -0.433 -0.138 4.979
H: 0.500 -0.641 6.819
C: -3.204 -3.726 5.276
C: -2.220 -2.877 6.021
O: -1.159 -3.666 6.534
H: -4.113 -3.118 4.962
H: -3.584 -4.581 5.796
H: -2.661 -4.002 4.414
H: -2.675 -2.267 6.847
H: -1.827 -2.130 5.337
H: -0.347 -3.193 6.409
C: -1.184 3.410 -3.213
C: -1.776 4.698 -2.704
O: -0.786 5.709 -2.563
H: -1.786 2.547 -3.023
H: -0.254 3.199 -2.681
H: -0.998 3.463 -4.264
H: -2.199 4.439 -1.717
H: -2.583 5.039 -3.331
H: -0.130 5.355 -1.923
C: -3.892 3.471 -7.179
C: -2.609 2.617 -7.371
O: -1.721 2.905 -6.289
H: -4.193 3.075 -6.214
H: -4.550 3.282 -8.018
H: -3.727 4.539 -7.176
H: -2.079 2.658 -8.349
H: -2.903 1.535 -7.230
H: -0.824 3.073 -6.633
C: -0.792 -0.147 -5.409
C: -2.275 -0.113 -4.885
O: -2.222 -0.428 -3.474
H: -0.714 0.070 -6.468
H: -0.433 -1.175 -5.195
H: -0.183 0.675 -4.920
H: -2.819 -0.910 -5.347
H: -2.806 0.830 -5.087
H: -2.807 0.113 -2.977
C: -3.917 -3.208 1.312
C: -4.301 -2.507 -0.057
O: -5.192 -1.458 0.130
H: -3.604 -2.358 2.001
H: -3.096 -3.938 1.263
H: -4.871 -3.557 1.753
H: -4.817 -3.327 -0.613
H: -3.397 -2.209 -0.629
H: -4.693 -0.634 0.281
C: 5.539 -3.620 -4.337
C: 4.205 -3.018 -3.887
O: 4.511 -2.000 -2.955
H: 6.257 -2.835 -4.656
H: 5.378 -4.274 -5.233
H: 5.890 -4.074 -3.431
H: 3.524 -3.805 -3.520
H: 3.728 -2.638 -4.807
H: 3.766 -1.881 -2.327
C: 3.731 2.101 -4.654
C: 2.310 1.468 -4.809
O: 1.427 2.450 -5.379
H: 4.216 2.244 -5.660
H: 4.485 1.558 -4.102
H: 3.594 3.072 -4.174
H: 1.854 1.121 -3.887
H: 2.138 0.687 -5.542
H: 1.101 3.067 -4.679
C: -1.248 5.139 3.090
C: -2.270 5.423 2.036
O: -3.539 5.770 2.567
H: -0.898 6.073 3.542
H: -0.362 4.762 2.588
H: -1.531 4.441 3.862
H: -2.462 4.494 1.486
H: -1.908 6.149 1.315
H: -3.489 6.706 2.856
O: -0.676 -6.206 -3.654
S: -0.268 -4.840 -3.442
O: 0.637 -4.480 -2.376
O: 0.371 -4.198 -4.721
C: 0.132 -4.692 -6.086
C: 0.943 -3.852 -7.006
C: -1.777 -3.906 -3.305
H: -0.912 -4.456 -6.305
H: 0.316 -5.765 -6.106
H: 0.882 -4.269 -7.976
H: 2.000 -3.928 -6.755
H: 0.591 -2.779 -7.060
H: -2.096 -4.125 -2.281
H: -2.377 -4.292 -4.135
H: -1.638 -2.799 -3.457
O: -1.814 -0.462 1.633
S: -0.760 0.450 1.493
O: 0.253 0.431 2.515
O: -0.166 0.356 0.129
C: 0.093 -0.942 -0.429
C: 0.755 -0.756 -1.731
C: -1.545 2.018 1.420
H: -0.832 -1.557 -0.408
H: 0.832 -1.444 0.264
H: 1.831 -0.719 -1.621
H: 0.432 0.111 -2.275
H: 0.583 -1.631 -2.358
H: -0.867 2.897 1.468
H: -2.277 2.098 2.213
H: -2.076 2.026 0.452
O: 2.865 -4.559 1.744
S: 2.568 -5.574 0.818
O: 2.961 -6.922 1.067
O: 0.930 -5.456 0.626
C: 0.247 -6.637 0.140
C: -0.033 -7.624 1.251
C: 3.200 -5.179 -0.731
H: 0.864 -7.045 -0.665
H: -0.746 -6.418 -0.286
H: -0.666 -7.208 2.050
H: 0.867 -8.047 1.613
H: -0.524 -8.447 0.749
H: 4.099 -4.647 -0.482
H: 2.418 -4.562 -1.230
H: 3.418 -6.039 -1.309
O: -4.918 2.138 -3.432
S: -4.947 2.146 -1.994
O: -3.849 1.531 -1.258
O: -5.094 3.681 -1.604
C: -4.808 4.176 -0.216
C: -6.115 4.609 0.423
C: -6.412 1.396 -1.353
H: -4.094 4.984 -0.411
H: -4.311 3.354 0.240
H: -6.401 5.405 -0.191
H: -5.900 5.010 1.390
H: -6.763 3.730 0.427
H: -6.326 1.360 -0.210
H: -6.521 0.395 -1.768
H: -7.279 2.034 -1.620
O: 3.707 -1.525 -0.074
S: 5.139 -1.656 0.237
O: 5.872 -2.853 -0.075
O: 5.722 -0.332 -0.462
C: 7.029 -0.429 -1.096
C: 7.291 0.584 -2.166
C: 5.343 -1.205 1.979
H: 7.105 -1.463 -1.351
H: 7.697 -0.251 -0.249
H: 7.150 1.572 -1.856
H: 6.580 0.535 -3.033
H: 8.302 0.459 -2.541
H: 4.888 -2.016 2.560
H: 4.907 -0.153 2.119
H: 6.450 -1.231 2.136
O: 0.637 4.336 -0.407
S: 1.964 4.013 -0.840
O: 2.186 3.709 -2.238
O: 2.878 5.251 -0.421
C: 3.930 5.752 -1.262
C: 3.813 7.262 -1.242
C: 2.523 2.641 0.168
H: 3.839 5.338 -2.276
H: 4.911 5.460 -0.843
H: 4.662 7.699 -1.741
H: 3.777 7.567 -0.194
H: 2.884 7.654 -1.776
H: 1.672 1.939 0.213
H: 2.781 2.990 1.195
H: 3.335 2.176 -0.343
O: -7.030 1.129 3.194
S: -5.599 1.091 3.030
O: -4.987 1.265 1.737
O: -4.999 2.274 3.844
C: -5.427 2.651 5.180
C: -4.734 3.943 5.542
C: -4.993 -0.422 3.774
H: -5.016 1.881 5.799
H: -6.502 2.585 5.145
H: -4.701 3.911 6.644
H: -5.239 4.846 5.172
H: -3.684 3.784 5.197
H: -3.895 -0.399 3.907
H: -5.311 -1.214 3.001
H: -5.452 -0.591 4.778
O: 1.438 -2.299 5.715
S: 2.122 -2.406 4.466
O: 3.066 -1.397 4.094
O: 2.891 -3.733 4.453
C: 2.378 -4.966 5.061
C: 3.203 -5.272 6.299
C: 0.895 -2.697 3.286
H: 2.536 -5.671 4.268
H: 1.343 -4.898 5.233
H: 2.881 -4.675 7.184
H: 4.261 -5.062 6.070
H: 3.176 -6.351 6.510
H: 1.365 -3.025 2.351
H: 0.340 -1.800 3.109
H: 0.277 -3.448 3.719

Output
molecular weight: 1453.978 g/mol
HOMO level: -9.337 eV
gap between HOMO and LUMO: 9.7 eV
total energy: -7494.2569 hartree